Density functional theory data (wB97M-V/def2-TZVPD) for 2 unconnected molecules or ions with the total composition C4H7Cl2NO at a distorted geometry.

Output
* calculated total energy: -32840.991 eV
* LUMO level: 0.3 eV
* HOMO energy: -8.7 eV
* energy above the lowest of the compared OMol25 structures with the same formula, charge and spin: 53.35 kcal/mol

```
! RIJCOSX wB97M-V def2-TZVPD def2/J DEFGRID3
* xyz 0 1
Cl -2.031 -1.791 1.470
Cl 0.523 -2.177 0.075
O -1.343 -0.977 -2.479
N -0.504 0.284 0.811
C -1.928 -1.051 -1.450
C 1.828 0.995 0.419
C 0.437 0.968 -0.135
C -0.941 -1.010 0.410
H 2.539 1.594 -0.150
H 1.742 1.171 1.535
H 0.052 2.105 -0.130
H -2.884 -1.355 -1.154
H 2.339 0.051 0.144
H -0.293 0.629 1.726
H 0.464 0.564 -1.093
*
```



Density functional theory data (wB97M-V/def2-TZVPD) for a molecular structure, C32H25N8O5STc.

Output
* calculated total energy: -68779.312 eV
* LUMO level (alpha / beta): -4.5 / -4.1 eV
* HOMO energy (alpha / beta): -10.2 / -10.2 eV
* energy above the lowest of the compared OMol25 structures with the same formula, charge and spin: 0.00 kcal/mol

```
! RIJCOSX wB97M-V def2-TZVPD def2/J DEFGRID3
* xyz 1 2
Tc -0.347 -0.187 -0.116
S -1.493 -2.956 -1.211
O -2.608 -2.049 -1.116
O -0.164 -0.197 -2.091
O 0.165 0.878 -4.028
O -1.683 -0.175 3.674
O -1.036 -3.326 -2.508
N -0.266 -2.166 -0.325
N -2.917 -7.624 2.072
N 1.815 -2.473 0.699
N -2.430 0.169 0.263
N -0.400 1.981 -0.753
N -0.394 -0.010 1.781
N 0.967 -4.114 -0.782
N 1.678 0.272 0.343
C 4.209 0.963 1.151
C 3.075 -4.445 0.267
C 2.899 -3.226 0.889
C -1.861 -4.344 -0.230
C 1.962 0.338 1.647
C -2.371 -4.157 1.051
C -1.603 -0.054 2.477
C -5.043 0.519 1.046
C -0.581 3.120 0.011
C 3.229 0.686 2.087
C -0.662 3.069 1.419
C -2.580 -6.546 1.311
C 3.901 0.893 -0.201
C -0.887 5.547 0.173
C -4.062 0.266 1.998
C 0.909 -2.945 -0.147
C -4.686 0.615 -0.287
C 2.618 0.547 -0.569
C 2.046 -4.853 -0.566
C -0.976 5.464 1.529
C -0.358 3.350 -2.743
C -0.683 4.387 -0.613
C -2.767 0.115 1.556
C 0.830 -0.005 2.568
C -2.715 -5.245 1.824
C -1.720 -5.626 -0.748
C -2.083 -6.717 0.011
C -0.076 0.864 -2.851
C -0.570 4.479 -2.017
C -3.361 0.423 -0.650
C -0.291 2.128 -2.058
C -0.856 4.206 2.151
H 2.086 -5.806 -1.081
H 3.642 -2.834 1.575
H -0.646 5.448 -2.494
H -1.980 -7.715 -0.395
H -1.316 -5.759 -1.742
H 2.326 0.449 -1.606
H -3.099 -5.100 2.825
H -0.247 3.336 -3.817
H 4.639 1.102 -0.961
H -1.131 6.351 2.126
H -5.419 0.816 -1.054
H -0.915 4.137 3.229
H -3.358 -7.500 2.964
H -0.560 2.126 1.925
H 3.434 0.737 3.148
H -2.498 -3.158 1.450
H -6.074 0.648 1.346
H 0.989 -0.996 3.007
H -2.915 -8.548 1.684
H -4.275 0.202 3.055
H 0.761 0.703 3.398
H -3.041 0.433 -1.682
H -0.965 6.500 -0.334
H 3.952 -5.050 0.433
H 5.205 1.238 1.472
*
```



Density functional theory data (wB97M-V/def2-TZVPD) for 18 unconnected molecules or ions with the total composition C72H198N18O18 at a distorted geometry.

Output
* calculated total energy: -141539.438 eV
* LUMO level: 0.4 eV
* HOMO energy: -8.4 eV
* energy above the lowest of the compared OMol25 structures with the same formula, charge and spin: 76.62 kcal/mol

```
! RIJCOSX wB97M-V def2-TZVPD def2/J DEFGRID3
* xyz 0 1
O 15.560 14.785 -23.128
O 1.564 12.671 -16.684
O 2.149 14.308 -20.865
O 6.024 14.753 -26.075
O 5.953 6.418 -23.338
O 0.661 10.084 -22.715
O 9.557 8.808 -25.468
O 3.296 7.709 -17.337
O 7.906 9.904 -15.402
O 12.813 7.558 -23.924
O 12.116 12.182 -16.597
O -1.717 9.371 -17.085
O 8.854 15.988 -20.258
O 12.305 12.896 -26.245
O 10.184 8.141 -19.743
O 0.825 8.103 -29.991
O 14.691 11.440 -20.647
O 8.337 11.399 -20.574
N 3.413 9.097 -22.505
N 10.221 14.556 -22.259
N 9.264 13.245 -18.544
N 6.889 13.212 -16.306
N 4.831 11.681 -21.984
N 12.713 15.533 -23.680
N 10.216 6.071 -24.659
N 3.859 14.253 -17.506
N 1.662 7.240 -20.692
N 3.371 13.844 -23.666
N -0.542 13.438 -13.794
N 13.441 6.683 -27.491
N -1.190 9.099 -20.732
N -0.260 9.404 -26.207
N 18.484 15.016 -22.932
N 8.556 5.683 -22.217
N 2.472 6.067 -28.694
N 16.352 10.934 -17.288
C 4.677 15.877 -23.543
C 7.755 6.373 -20.009
C -0.369 8.801 -29.659
C -1.654 11.049 -19.521
C 7.964 16.349 -19.157
C 9.066 15.383 -22.604
C 14.792 11.541 -19.196
C 10.072 7.084 -20.747
C 2.662 13.771 -19.645
C -2.683 8.829 -16.173
C 8.933 10.018 -25.071
C 4.868 9.214 -24.543
C 4.563 15.449 -19.530
C 3.362 14.830 -18.791
C 13.305 11.383 -20.989
C 1.303 13.053 -15.331
C 10.590 13.394 -17.956
C 14.733 5.671 -25.665
C 7.036 14.065 -26.797
C 6.947 12.090 -15.442
C 15.021 14.501 -21.815
C 1.010 11.292 -22.072
C 0.906 14.917 -20.787
C 8.622 6.806 -21.217
C 5.642 11.970 -14.618
C 3.009 7.743 -27.012
C 9.214 6.338 -25.635
C 2.904 8.037 -18.691
C -0.754 14.233 -16.208
C 2.202 6.798 -19.373
C 8.401 14.884 -23.854
C 1.919 8.373 -29.147
C 3.082 5.594 -19.648
C 12.696 8.754 -23.163
C 8.227 5.215 -25.787
C 0.661 10.355 -24.113
C 12.440 15.056 -25.020
C 12.552 11.508 -26.343
C 4.145 14.817 -24.456
C -1.715 8.684 -18.294
C 16.251 16.062 -23.191
C 7.282 11.535 -21.559
C 4.150 8.764 -16.810
C 12.464 13.492 -24.965
C 8.650 7.706 -25.213
C 5.528 10.561 -19.917
C 1.276 11.276 -16.938
C 18.378 17.343 -23.034
C -1.080 9.623 -19.397
C 10.920 12.107 -17.309
C 0.207 7.693 -24.509
C 7.261 10.828 -16.247
C 2.004 7.292 -28.080
C -0.213 13.149 -15.220
C 12.602 10.923 -16.085
C 8.150 15.360 -21.364
C 8.563 8.913 -16.155
C 13.452 15.579 -26.021
C 5.884 11.685 -20.965
C 15.815 9.326 -18.937
C 5.178 13.920 -25.271
C 13.445 6.429 -26.069
C 10.546 14.623 -16.990
C 11.351 8.215 -18.887
C 4.169 8.325 -23.500
C 16.025 10.754 -18.718
C 17.686 16.134 -22.585
C 9.595 10.909 -21.017
C 5.159 5.462 -24.011
C 5.247 7.497 -22.691
C -0.140 9.181 -24.801
C 13.261 7.758 -25.289
H 13.872 11.399 -18.629
H 11.422 15.312 -25.314
H 0.226 12.049 -22.072
H 12.807 10.162 -16.838
H 6.139 10.630 -19.017
H 8.560 16.871 -18.409
H 11.054 14.941 -22.681
H 7.184 15.825 -21.563
H 1.262 10.934 -21.073
H 14.999 4.792 -26.252
H 7.495 15.461 -18.733
H 13.515 15.038 -23.318
H -0.438 15.220 -15.870
H 4.476 5.034 -23.276
H 0.938 7.944 -20.662
H 3.441 7.691 -24.005
H 6.684 14.083 -15.839
H 2.596 9.533 -22.908
H 6.331 10.488 -16.702
H 4.789 7.243 -21.735
H 11.308 7.372 -18.197
H 8.716 4.371 -26.275
H 4.084 9.785 -25.040
H 10.312 14.652 -21.258
H 3.157 13.655 -17.095
H 10.479 6.171 -20.311
H 7.220 17.067 -19.505
H 2.829 8.719 -26.561
H 0.259 10.940 -16.734
H 10.731 7.243 -21.601
H 11.322 13.587 -18.740
H 3.182 7.001 -26.232
H -2.442 7.782 -15.989
H 1.219 6.456 -21.149
H 7.674 13.349 -16.926
H 4.695 13.697 -17.609
H 16.669 11.835 -16.959
H 14.129 7.391 -27.705
H 1.838 13.374 -19.051
H 9.131 14.820 -24.661
H 1.909 11.767 -22.463
H 14.222 13.768 -21.920
H 15.011 12.570 -18.909
H 12.717 8.452 -22.116
H 5.290 8.652 -25.376
H 2.563 4.758 -20.114
H 3.291 12.889 -19.762
H 10.335 10.730 -20.236
H -0.142 9.866 -29.693
H 12.519 8.310 -25.866
H 9.122 5.950 -23.010
H -0.642 9.760 -21.263
H 3.977 7.898 -27.490
H 5.625 10.978 -14.166
H 8.100 13.843 -23.735
H 7.621 5.704 -22.597
H 17.604 16.179 -21.499
H 7.422 5.481 -26.472
H 7.748 12.316 -14.738
H -2.736 8.467 -18.609
H 13.475 10.993 -15.436
H 5.574 12.817 -13.935
H 3.966 13.217 -23.143
H 3.028 8.452 -21.830
H 11.828 10.543 -15.417
H 9.960 11.549 -21.820
H 1.940 9.424 -28.860
H 12.200 11.135 -27.305
H 5.650 9.532 -20.254
H 1.435 6.439 -18.686
H -1.113 9.318 -24.328
H 6.703 6.155 -20.194
H 15.583 6.350 -25.722
H 9.960 14.414 -16.095
H 0.138 7.515 -23.436
H 5.974 8.189 -22.267
H 13.379 13.122 -24.503
H -1.810 11.490 -18.537
H 7.651 14.679 -27.455
H 17.750 18.187 -22.747
H 13.462 14.950 -26.912
H -1.844 14.205 -16.185
H 2.868 8.316 -29.681
H 5.814 12.722 -20.636
H -3.711 8.845 -16.536
H 3.800 8.258 -19.270
H -2.107 9.304 -21.102
H 17.859 14.223 -22.905
H 7.519 15.460 -24.130
H 2.329 8.959 -18.603
H 5.149 8.527 -17.178
H 5.883 4.738 -24.385
H 4.163 8.763 -15.720
H 2.250 5.255 -28.136
H 10.786 6.905 -24.679
H 18.335 17.388 -24.122
H 16.530 8.653 -18.465
H 14.658 5.367 -24.620
H 14.128 8.418 -25.245
H -0.004 9.570 -19.231
H 1.589 10.961 -17.933
H 1.727 14.032 -15.107
H 13.489 9.502 -23.170
H -0.374 14.084 -17.218
H 0.633 15.326 -21.760
H 3.895 16.576 -23.250
H 11.063 11.394 -18.121
H 3.902 5.860 -20.316
H 12.324 8.253 -19.377
H 0.110 11.286 -24.249
H 7.766 7.266 -19.384
H 3.414 15.275 -25.122
H 12.688 12.167 -20.550
H 4.012 11.776 -21.401
H 4.783 11.957 -15.289
H 3.460 5.128 -18.738
H 14.701 15.393 -21.275
H 15.460 10.842 -16.823
H 16.298 16.323 -24.248
H 9.382 16.418 -22.735
H 7.935 8.207 -16.698
H 12.555 6.951 -27.895
H 12.813 16.537 -23.731
H 9.124 8.371 -15.394
H 11.568 14.741 -16.629
H -2.630 9.422 -15.260
H 8.205 7.679 -21.718
H 2.919 14.290 -22.880
H 1.917 10.741 -16.237
H 5.075 15.539 -22.586
H 15.677 16.881 -22.758
H 13.356 16.589 -26.418
H 9.094 14.033 -19.152
H -1.164 8.651 -30.390
H 1.054 7.058 -27.599
H 10.795 5.337 -25.042
H -0.656 10.322 -26.353
H 9.563 10.875 -25.312
H -1.524 13.675 -13.804
H -1.017 11.713 -20.106
H 7.901 4.847 -24.814
H 0.881 15.770 -20.109
H 14.423 15.600 -25.525
H 1.876 5.864 -29.484
H -1.254 7.698 -18.231
H -0.687 12.207 -15.498
H 1.727 12.337 -14.627
H 7.636 7.836 -25.592
H 1.246 7.440 -24.717
H 11.737 9.223 -23.385
H 4.474 10.617 -19.645
H 14.916 9.003 -18.412
H 3.873 9.752 -17.176
H 18.658 15.012 -23.927
H 4.619 13.207 -25.877
H 9.447 9.928 -21.469
H 8.065 10.150 -25.717
H 5.713 13.302 -24.550
H 8.734 9.887 -24.008
H 4.368 15.593 -20.592
H -2.647 11.057 -19.971
H 9.138 12.395 -19.074
H 6.601 13.271 -27.403
H 0.171 14.191 -20.440
H 19.379 17.501 -22.633
H 5.351 14.699 -19.456
H 9.385 9.327 -16.741
H 4.837 16.400 -19.073
H 4.681 10.803 -22.459
H 12.903 10.438 -20.622
H 5.472 16.446 -24.026
H 7.556 12.393 -22.172
H 8.191 5.572 -19.412
H 4.637 5.859 -24.881
H 7.929 11.092 -17.067
H 10.104 11.754 -16.679
H 0.024 14.233 -13.532
H 7.924 14.313 -21.164
H 8.459 7.692 -24.140
H 12.598 5.798 -25.803
H 16.970 11.006 -19.199
H 7.189 10.589 -22.094
H -0.766 8.478 -28.696
H 12.019 10.965 -25.562
H 10.222 15.513 -17.529
H -0.915 8.731 -26.578
H 13.192 11.480 -22.069
H 1.727 10.433 -24.330
H 7.648 13.540 -26.064
H 15.582 9.191 -19.994
H 13.579 11.197 -26.149
H -0.473 6.940 -24.905
H 15.756 13.991 -21.192
H 11.699 13.151 -24.267
H 5.602 9.849 -24.046
H 11.127 9.077 -18.259
H 9.746 6.480 -26.576
H 2.625 15.599 -18.562
*
```



Density functional theory data (wB97M-V/def2-TZVPD) for a molecular structure, C3H2S2 at a distorted geometry.

Output
* calculated total energy: -24809.212 eV
* LUMO level: -1.4 eV
* HOMO energy: -9.3 eV
* energy above the lowest of the compared OMol25 structures with the same formula, charge and spin: 52.31 kcal/mol

```
! RIJCOSX wB97M-V def2-TZVPD def2/J DEFGRID3
* xyz 0 1
S -2.014 -1.929 0.046
S -2.954 1.238 -0.004
C -0.310 -0.269 0.039
C -1.816 0.017 -0.065
C -0.240 -1.907 -0.044
H 0.100 -0.189 1.023
H 0.333 0.241 -0.671
*
```



Density functional theory data (wB97M-V/def2-TZVPD) for C4H11N3O in the gas phase at a distorted geometry.

Output
* calculated total energy: -10843.238 eV
* LUMO level: 0.8 eV
* HOMO energy: -9.3 eV
* energy above the lowest of the compared OMol25 structures with the same formula, charge and spin: 45.49 kcal/mol

```
! RIJCOSX wB97M-V def2-TZVPD def2/J DEFGRID3
* xyz 0 1
O -0.870 0.525 2.193
N -0.056 -2.033 1.687
N -0.226 1.902 -1.739
N 0.436 1.421 0.581
C -0.228 0.329 1.166
C 0.817 1.464 -0.862
C 0.229 -1.016 0.656
C -0.304 -1.449 -0.728
H 1.740 1.950 -0.980
H 1.077 0.361 -1.104
H 0.110 -1.129 -1.625
H 0.241 2.386 0.909
H -0.026 -1.598 2.609
H -0.550 2.862 -1.414
H -1.006 1.264 -2.085
H -0.931 -2.569 1.672
H 1.319 -0.892 0.428
H -1.499 -1.237 -0.605
H -0.274 -2.542 -0.758
*
```



Density functional theory data (wB97M-V/def2-TZVPD) for C2H3NOS in the gas phase at a distorted geometry.

Output
* calculated total energy: -16492.180 eV
* LUMO level (alpha / beta): -0.7 / -0.7 eV
* HOMO energy (alpha / beta): -8.8 / -8.8 eV
* energy above the lowest of the compared OMol25 structures with the same formula, charge and spin: 69.61 kcal/mol

```
! RIJCOSX wB97M-V def2-TZVPD def2/J DEFGRID3
* xyz 0 1
S 1.273 1.088 -0.211
O 2.225 -1.477 0.001
N 0.061 0.543 0.687
C -1.160 0.134 0.055
C 2.075 -0.355 -0.254
H -1.714 0.993 -0.339
H -1.756 -0.354 0.825
H -1.003 -0.573 -0.765
*
```



What did the fifth record say?
Density functional theory data (wB97M-V/def2-TZVPD) for C4H11N3O in the gas phase at a distorted geometry.

Output
* calculated total energy: -10843.238 eV
* LUMO level: 0.8 eV
* HOMO energy: -9.3 eV
* energy above the lowest of the compared OMol25 structures with the same formula, charge and spin: 45.49 kcal/mol

```
! RIJCOSX wB97M-V def2-TZVPD def2/J DEFGRID3
* xyz 0 1
O -0.870 0.525 2.193
N -0.056 -2.033 1.687
N -0.226 1.902 -1.739
N 0.436 1.421 0.581
C -0.228 0.329 1.166
C 0.817 1.464 -0.862
C 0.229 -1.016 0.656
C -0.304 -1.449 -0.728
H 1.740 1.950 -0.980
H 1.077 0.361 -1.104
H 0.110 -1.129 -1.625
H 0.241 2.386 0.909
H -0.026 -1.598 2.609
H -0.550 2.862 -1.414
H -1.006 1.264 -2.085
H -0.931 -2.569 1.672
H 1.319 -0.892 0.428
H -1.499 -1.237 -0.605
H -0.274 -2.542 -0.758
*
```



- The lowest calculated total energy belongs to which entry?
  C72H198N18O18



- The lowest energy above the lowest of the compared OMol25 structures with the same formula, charge and spin belongs to which entry?
  C32H25N8O5STc



- Which value of calculated total energy does entry 4 give?
  -24809.212 eV